This record from the OMol25 dataset describes C41H45As2MnN5O4SSe as an isolated structure. The level of theory is wB97M-V/def2-TZVPD.

## Properties
**Molecular weight**: 987.651 u
**E**: -10586.25931 Eh
**Kohn-Sham gap (alpha / beta)**: 7.80 / 5.39 eV
**Strongest force on any atom**: 0.5 eV/Å
**Spin multiplicity**: 6
**Energy relative to the best compared isomer or geometry (same formula, charge and spin)**: 74.69 kcal per mole

Geometry as XYZ:
```
100
Properties=species:S:1:pos:R:3:lowdin_charge:R:1
Mn 0.9348 -0.0861 -0.5394 0.541
C -3.3215 2.9324 0.3585 -0.312
As -2.2811 1.4486 1.0930 1.186
C -1.8250 2.2697 2.8023 -0.280
C -3.8361 0.3455 1.6413 -0.381
C -4.7875 0.8322 2.5324 -0.108
C -5.8555 0.0542 2.9587 -0.067
C -5.9935 -1.2503 2.5061 -0.073
C -5.0665 -1.7580 1.6102 -0.136
C -4.0032 -0.9650 1.1811 -0.361
As -2.8091 -1.7554 -0.0809 1.107
C -3.6078 -3.3816 -0.7296 -0.214
C -2.8392 -0.7292 -1.7015 -0.234
H -3.9989 3.3550 1.1001 0.021
H -3.8959 2.5812 -0.4969 0.019
H -2.6277 3.7008 0.0218 0.019
H -2.6732 2.3404 3.4793 0.020
H -1.4524 3.2708 2.5919 0.034
H -1.0275 1.6912 3.2689 -0.013
H -4.7041 1.8482 2.8987 0.092
H -6.5790 0.4679 3.6505 0.108
H -6.8116 -1.8704 2.8507 0.108
H -5.1656 -2.7773 1.2630 0.081
H -4.5523 -3.0920 -1.1866 0.048
H -3.7583 -4.1271 0.0416 0.006
H -2.9396 -3.7719 -1.4940 0.048
H -3.8610 -0.6726 -2.0780 0.049
H -2.2082 -1.2504 -2.4183 0.007
H -2.4247 0.2581 -1.5380 -0.013
O 0.6709 0.1095 1.7893 -0.077
C 1.9062 0.1109 2.5320 -0.280
C 3.0893 0.0992 1.5148 -0.572
O 4.2153 0.2773 1.9564 0.057
O 2.7583 -0.1266 0.3033 -0.082
C 1.8903 1.3791 3.3875 -0.135
C 1.0050 1.4398 4.4623 -0.058
C 0.8842 2.5911 5.2262 -0.084
C 1.6647 3.7053 4.9302 -0.090
C 2.5549 3.6496 3.8684 -0.083
C 2.6658 2.4945 3.0985 -0.016
C 2.0611 -1.1374 3.4109 -0.126
C 3.1459 -1.2022 4.2906 -0.012
C 3.3456 -2.3166 5.0863 -0.067
C 2.4632 -3.3933 5.0345 -0.091
C 1.3791 -3.3346 4.1786 -0.081
C 1.1838 -2.2115 3.3726 -0.029
H 0.0744 -0.5913 2.0728 0.044
H 0.4034 0.5684 4.7041 0.125
H 0.1912 2.6174 6.0602 0.103
H 1.5840 4.6040 5.5312 0.099
H 3.1793 4.5048 3.6382 0.104
H 3.3793 2.4547 2.2871 0.120
H 3.8407 -0.3727 4.3250 0.124
H 4.1996 -2.3480 5.7530 0.104
H 2.6228 -4.2651 5.6588 0.100
H 0.6714 -4.1536 4.1296 0.084
H 0.3208 -2.2179 2.7150 0.056
C 1.8701 -0.2843 -5.9842 -0.081
C 0.6128 0.5270 -5.7099 -0.263
N 0.8410 1.6256 -4.7663 -0.129
C 1.1603 2.9301 -5.3704 -0.213
C -0.0477 3.8490 -5.4628 -0.077
C 0.7844 1.4787 -3.4300 -0.640
S 0.3636 -0.0891 -2.8174 0.759
N 1.0328 2.6172 -2.7577 0.110
C 1.0636 2.7263 -1.4337 -0.401
O 0.9168 1.8414 -0.5619 -0.118
C 1.2733 4.1189 -0.9124 -0.125
C 1.4804 5.1891 -1.7772 -0.026
C 1.6638 6.4678 -1.2720 -0.080
C 1.6362 6.6831 0.0999 -0.086
C 1.4325 5.6164 0.9658 -0.072
C 1.2569 4.3364 0.4595 -0.017
H 1.6660 -1.0605 -6.7263 0.076
H 2.2173 -0.7626 -5.0680 0.056
H 2.6687 0.3553 -6.3688 0.075
H -0.1817 -0.1095 -5.3300 0.074
H 0.2547 0.9830 -6.6329 0.114
H 1.5487 2.7181 -6.3663 0.113
H 1.9526 3.3975 -4.7951 0.106
H -0.8413 3.3928 -6.0609 0.073
H 0.2294 4.7962 -5.9322 0.075
H -0.4347 4.0551 -4.4650 0.065
H 1.4970 5.0051 -2.8431 0.097
H 1.8282 7.2974 -1.9489 0.101
H 1.7775 7.6821 0.4930 0.101
H 1.4126 5.7750 2.0365 0.095
H 1.1139 3.4944 1.1220 0.099
Se -2.2385 -3.8303 2.5864 0.798
N -1.1747 -4.5867 1.4468 -0.401
C -0.2379 -4.0414 0.6245 -0.363
C 0.8215 -4.8489 0.1785 -0.012
C 1.8696 -4.2870 -0.5086 -0.051
C 1.8539 -2.9168 -0.7335 -0.102
N 0.8371 -2.1361 -0.3690 0.007
C -0.2425 -2.6583 0.2507 -0.425
N -1.2200 -1.7928 0.6403 -0.197
H 0.8146 -5.8994 0.4478 0.118
H 2.7113 -4.8804 -0.8376 0.108
H 2.6771 -2.4119 -1.2213 0.120
```

***

This record from the OMol25 dataset describes C41H45AsBN10OS2Ti as an isolated structure in a non-equilibrium geometry. The level of theory is wB97M-V/def2-TZVPD.

## Properties
**Charge**: -1
**Molecular weight**: 891.615 u
**E**: -6118.93114 Eh
**Kohn-Sham gap (alpha / beta)**: 5.40 / 6.10 eV
**Strongest force on any atom**: 1.0 eV/Å
**Spin multiplicity**: 3
**Energy relative to the best compared isomer or geometry (same formula, charge and spin)**: 0.00 kcal per mole

Geometry as XYZ:
```
102
Properties=species:S:1:pos:R:3:lowdin_charge:R:1
Ti 0.1907 0.0139 -0.2721 1.086
C -3.0627 -0.8544 1.6716 -0.045
C -1.8917 -1.7740 1.6157 -0.348
C -1.8315 -3.0315 2.2239 0.002
C -0.5463 -3.4789 2.0242 -0.282
C 0.1100 -4.7318 2.5142 -0.018
N 0.1005 -2.5547 1.2998 0.032
N -0.7308 -1.4918 1.0321 0.018
B 1.6344 -2.4001 1.1452 -0.521
N 2.0749 -2.2846 -0.3427 0.040
N 2.0516 -1.0725 -0.9727 0.019
C 2.7620 -1.1927 -2.0820 -0.303
C 3.0229 -0.0337 -2.9880 0.001
C 3.2396 -2.5097 -2.1957 0.023
C 2.7798 -3.1662 -1.0741 -0.276
C 2.9758 -4.5830 -0.6452 -0.023
N 2.1165 -1.1320 1.8827 0.019
N 1.9273 0.1294 1.3699 0.060
C 2.6496 0.9418 2.1398 -0.331
C 2.7970 2.4127 1.9262 -0.025
C 3.2792 0.2189 3.1599 -0.003
C 2.9079 -1.0884 2.9648 -0.318
C 3.2122 -2.2911 3.7946 -0.025
H -3.6331 -1.0883 2.5711 0.087
H -3.7203 -1.0004 0.8130 0.038
H -2.7355 0.1821 1.7080 0.049
H -2.6105 -3.5111 2.7965 0.109
H -0.6549 -5.4146 2.8834 0.078
H 0.8055 -4.5259 3.3302 0.075
H 0.6720 -5.2348 1.7272 0.068
H 2.1576 -3.3725 1.6205 0.110
H 2.6825 0.8977 -2.5435 0.070
H 2.5146 -0.1549 -3.9461 0.066
H 4.0945 0.0448 -3.1823 0.083
H 3.8500 -2.9195 -2.9866 0.106
H 3.4480 -5.1431 -1.4515 0.077
H 2.0231 -5.0611 -0.4105 0.076
H 3.6067 -4.6542 0.2427 0.079
H 2.9945 2.6529 0.8862 0.067
H 3.6422 2.7617 2.5199 0.081
H 1.9129 2.9668 2.2546 0.056
H 3.8948 0.6152 3.9529 0.111
H 3.8390 -1.9947 4.6352 0.078
H 3.7301 -3.0688 3.2305 0.073
H 2.2897 -2.7186 4.1957 0.074
N 0.1929 2.3624 -10.4164 0.125
C 0.1554 2.1230 -9.2932 -0.193
C 0.1089 1.8154 -7.8710 -0.251
C 0.6802 0.6438 -7.3903 -0.031
C 0.6312 0.3537 -6.0392 -0.034
C 0.0129 1.2143 -5.1166 -0.162
C -0.5460 2.3936 -5.6312 -0.037
C -0.5014 2.6919 -6.9843 -0.033
C -0.0113 0.8845 -3.6822 -0.105
C -0.3780 -0.4697 -3.3265 -0.274
C -0.8214 -1.5039 -4.1771 -0.069
C -1.0285 -2.6436 -3.3761 -0.116
C -0.7372 -2.2597 -2.0791 -0.192
N -0.3693 -0.9508 -2.0317 -0.075
C 0.3799 1.8951 -2.7475 -0.292
C 0.6926 3.2370 -2.9998 -0.058
C 1.0389 3.8352 -1.7691 -0.084
C 0.9642 2.8375 -0.8255 -0.186
N 0.5850 1.6522 -1.3840 -0.077
H 1.1726 -0.0348 -8.0756 0.116
H 1.0867 -0.5575 -5.6783 0.106
H -1.0344 3.0850 -4.9570 0.101
H -0.9524 3.6036 -7.3565 0.115
H -0.9742 -1.4355 -5.2416 0.088
H -1.3562 -3.6211 -3.6965 0.082
H -0.7870 -2.8455 -1.1742 0.097
H 0.6945 3.7236 -3.9631 0.086
H 1.3046 4.8663 -1.5893 0.088
H 1.1221 2.9097 0.2309 0.068
S -0.1557 -0.2570 4.1651 0.510
C -0.3640 1.2566 3.4276 -1.146
N -0.7794 1.5834 2.2071 0.004
C -0.9423 2.9644 2.0832 -0.342
C -1.4652 3.6069 0.9611 -0.058
C -1.5813 4.9894 0.9456 -0.103
C -1.1838 5.7566 2.0445 -0.119
C -0.6685 5.1300 3.1733 -0.110
C -0.5618 3.7429 3.1844 -0.516
S -0.0248 2.6780 4.4350 0.950
H -1.7227 3.0066 0.0973 0.073
H -1.9657 5.4789 0.0574 0.093
H -1.2696 6.8359 2.0158 0.088
H -0.3604 5.7101 4.0358 0.097
C -3.9304 -0.8047 -1.9842 -0.173
As -3.2216 0.8417 -1.3756 1.025
C -4.5501 1.7045 -0.3318 -0.187
C -3.0308 1.9602 -2.9011 -0.181
O -1.8366 0.7259 -0.4653 -0.550
H -4.6721 -0.5885 -2.7536 0.048
H -4.3883 -1.3323 -1.1504 0.034
H -3.1160 -1.3994 -2.3991 0.021
H -5.4442 1.8319 -0.9418 0.042
H -4.1586 2.6754 -0.0308 0.040
H -4.7706 1.1177 0.5548 0.035
H -4.0077 2.3794 -3.1392 0.043
H -2.6482 1.3676 -3.7282 0.036
H -2.3138 2.7463 -2.6623 0.046
```

***

This record from the OMol25 dataset describes C41H45InN6O3SSi as an isolated structure. The level of theory is wB97M-V/def2-TZVPD.

## Properties
**Molecular weight**: 844.821 u
**E**: -3021.39703 Eh
**Kohn-Sham gap**: 7.10 eV
**Strongest force on any atom**: 0.4 eV/Å
**Energy relative to the best compared isomer or geometry (same formula, charge and spin)**: 0.00 kcal per mole

Geometry as XYZ:
```
98
Properties=species:S:1:pos:R:3:lowdin_charge:R:1
In -0.6309 -0.2255 -0.3151 0.899
O -1.1132 -3.5465 7.0588 0.128
C -1.7606 -2.3661 7.0509 -0.480
O -2.2550 -1.9442 8.0576 0.126
C -1.8147 -1.6204 5.7507 -0.125
C -1.6049 -2.2158 4.5122 0.004
C -1.6704 -1.4621 3.3542 -0.005
C -1.9381 -0.0985 3.4146 -0.256
C -2.1611 0.4978 4.6569 -0.001
C -2.1086 -0.2609 5.8087 0.003
N -1.9410 0.6019 2.1794 0.103
C -2.5071 1.7311 2.0897 -0.078
C -2.6672 2.4494 0.8118 -0.246
C -3.2589 3.7068 0.8092 -0.002
C -3.5218 4.3231 -0.4036 -0.040
C -3.2069 3.6542 -1.5727 -0.029
C -2.5926 2.4136 -1.4770 -0.123
N -2.3105 1.8326 -0.3188 0.065
H -0.7126 -3.7396 6.2029 0.098
H -1.4016 -3.2765 4.4196 0.122
H -1.4855 -1.9235 2.3921 0.101
H -2.3459 1.5609 4.7363 0.107
H -2.2846 0.1861 6.7776 0.125
H -2.9776 2.2195 2.9457 0.125
H -3.5104 4.1834 1.7480 0.118
H -3.9775 5.3037 -0.4336 0.114
H -3.4268 4.0815 -2.5408 0.113
H -2.3046 1.8609 -2.3665 0.122
S -2.2575 -2.3594 -4.7431 1.136
C -0.7772 -1.7886 -5.4082 -0.467
C -0.2535 -2.0257 -6.6746 -0.087
C 0.9679 -1.4659 -6.9889 -0.087
C 1.6459 -0.6795 -6.0547 -0.074
C 1.1168 -0.4474 -4.8019 -0.020
C -0.1108 -1.0068 -4.4563 -0.286
N -0.7737 -0.8723 -3.2350 0.096
C -1.8981 -1.5177 -3.2497 -0.517
C -2.8757 -1.5959 -2.1561 -0.263
C -4.1197 -2.1701 -2.4439 -0.071
C -5.0964 -2.2826 -1.4774 -0.078
C -4.8255 -1.8262 -0.1992 -0.076
C -3.5898 -1.2652 0.0873 -0.121
C -2.5818 -1.1299 -0.8681 -0.187
H -0.7907 -2.6333 -7.3905 0.109
H 1.4044 -1.6432 -7.9628 0.104
H 2.6052 -0.2512 -6.3153 0.105
H 1.6414 0.1519 -4.0827 0.062
H -4.3308 -2.5298 -3.4437 0.069
H -6.0560 -2.7200 -1.7194 0.106
H -5.5730 -1.9161 0.5801 0.105
H -3.4138 -0.9386 1.0973 0.065
O 0.0934 -2.2690 0.4572 -0.308
N -0.2671 -3.0580 -0.5127 -0.026
C 0.2057 -4.2672 -0.4644 -0.304
C 1.0498 -4.7324 0.6010 -0.179
N 1.7233 -5.0848 1.4634 0.166
C -0.1456 -5.1648 -1.5264 -0.181
N -0.4176 -5.8954 -2.3711 0.153
C 3.1899 3.3595 -0.6295 -0.087
C 2.0132 2.4668 -1.0524 -0.624
C 0.7373 3.3115 -1.0415 -0.110
C 2.2180 2.0562 -2.5106 -0.106
Si 1.8482 0.8931 0.0895 0.821
C 3.1688 -0.4812 -0.3128 -0.608
C 3.2750 -1.5008 0.8300 -0.095
C 2.7906 -1.2654 -1.5754 -0.097
C 4.5671 0.1177 -0.5361 -0.089
C 1.9795 1.4049 1.9589 -0.609
C 3.4074 1.7515 2.4083 -0.083
C 1.0926 2.6261 2.2335 -0.099
C 1.4940 0.2416 2.8395 -0.100
H 3.3042 4.1739 -1.3540 0.089
H 4.1329 2.8131 -0.5966 0.068
H 3.0280 3.8163 0.3456 0.060
H 0.8449 4.1399 -1.7520 0.094
H 0.5112 3.7417 -0.0670 0.065
H -0.1175 2.7194 -1.3577 0.032
H 2.2968 2.9538 -3.1342 0.095
H 1.3566 1.4891 -2.8654 0.055
H 3.1221 1.4689 -2.6643 0.065
H 2.3129 -1.9449 1.0815 0.056
H 3.7116 -1.0644 1.7268 0.060
H 3.9386 -2.3133 0.5163 0.093
H 1.7559 -1.6149 -1.5608 0.045
H 3.4313 -2.1496 -1.6570 0.094
H 2.9478 -0.6752 -2.4727 0.054
H 4.9309 0.6604 0.3363 0.067
H 4.6020 0.7898 -1.3940 0.061
H 5.2706 -0.6982 -0.7338 0.092
H 3.8293 2.5949 1.8644 0.064
H 4.0841 0.9056 2.2980 0.060
H 3.3900 2.0191 3.4710 0.093
H 1.4921 3.5311 1.7770 0.063
H 1.0407 2.8045 3.3140 0.090
H 0.0768 2.4811 1.8663 0.050
H 2.2808 -0.4864 3.0131 0.070
H 0.6609 -0.2953 2.3921 0.030
H 1.1737 0.6164 3.8165 0.090
```

***

This record from the OMol25 dataset describes C41H47BF9NO6P2RuSe as an isolated structure in a non-equilibrium geometry. The level of theory is wB97M-V/def2-TZVPD.

## Properties
**Charge**: -1
**Molecular weight**: 1073.600 u
**E**: -6199.30250 Eh
**Kohn-Sham gap (alpha / beta)**: 3.74 / 6.53 eV
**Strongest force on any atom**: 3.9 eV/Å
**Spin multiplicity**: 6

Geometry as XYZ:
```
109
Properties=species:S:1:pos:R:3:lowdin_charge:R:1
Ru -0.1612 1.7546 -1.5404 0.836
O -4.0529 3.6899 -1.6377 -0.418
Se -3.3219 2.4368 -0.9328 1.064
O -3.8664 1.1988 -0.0353 -0.406
O -2.1491 1.8170 -1.9768 -0.647
O -2.2272 3.5050 0.3167 -0.105
C 1.9111 4.3453 -2.2430 -0.272
P 0.5620 3.3749 -2.8484 0.646
C 0.8557 2.8430 -4.5702 -0.273
C -0.9530 4.4162 -3.0026 -0.256
H 1.9959 5.2265 -2.8899 0.049
H 2.8793 3.8427 -2.3550 0.042
H 1.7251 4.6137 -1.2210 0.037
H 1.7548 2.2761 -4.8409 0.041
H 0.7505 3.7906 -5.1629 0.042
H -0.0129 2.2441 -4.9239 0.048
H -0.9089 5.4936 -3.4327 0.080
H -1.5866 4.5296 -2.0651 0.041
H -1.6135 3.8196 -3.6061 0.018
F -5.6667 -1.6908 -5.7679 0.107
C -4.5098 -2.4162 -5.7709 -0.518
F -4.9965 -3.7221 -5.4436 0.051
F -4.0664 -2.4226 -7.0269 0.153
C -3.5154 -2.0534 -4.7496 -0.117
C -2.2508 -2.7273 -4.6691 -0.011
C -1.3607 -2.4984 -3.6598 -0.064
C -1.5877 -1.4823 -2.7142 -0.308
C -2.8054 -0.7998 -2.7703 -0.113
C -3.7221 -1.0862 -3.7654 -0.013
P -0.3964 -0.7083 -1.5455 1.026
C -0.4560 -1.5381 0.0804 -0.263
C 0.6298 -1.5019 0.9436 -0.131
C 0.7190 -2.2300 2.1084 -0.008
C -0.3536 -3.1720 2.3136 -0.115
C -1.3315 -3.4184 1.3915 0.031
C -1.6806 -2.3885 0.3712 -0.279
C -0.4705 -3.7026 3.7384 -0.484
F -0.7941 -2.6024 4.5351 0.075
F -1.4644 -4.5828 4.0155 0.113
F 0.6576 -4.2760 4.2967 0.092
C 1.1741 -1.2548 -2.2699 -0.440
C 2.0016 -2.2027 -1.5501 -0.130
C 3.2481 -2.5238 -1.9940 -0.071
C 3.7368 -2.0932 -3.2512 -0.208
C 2.8707 -1.3537 -4.0439 -0.071
C 1.6009 -0.9529 -3.5407 -0.165
C 5.1822 -2.1184 -3.6298 -0.491
F 5.3299 -1.7028 -4.9404 0.061
F 5.9078 -1.1219 -2.9155 0.021
F 5.8481 -3.2992 -3.4972 0.102
H -1.9999 -3.4536 -5.4311 0.117
H -0.4096 -2.9946 -3.7202 0.107
H -3.0207 0.0282 -2.0590 0.059
H -4.7079 -0.6298 -3.8073 0.121
H 1.4951 -0.8496 0.6715 0.117
H 1.5441 -2.1740 2.8018 0.111
H -1.9617 -4.2848 1.4739 0.114
H -1.9105 -3.0976 -0.5460 0.175
H 1.5799 -2.7098 -0.7202 0.066
H 3.8748 -3.1059 -1.3147 0.107
H 3.0641 -0.9965 -5.0871 0.110
H 0.9470 -0.3419 -4.2098 0.093
C -4.4521 -2.7503 2.3682 -0.061
C -4.2385 -2.0479 0.9956 -0.418
C -4.8168 -2.8655 -0.1352 -0.078
C -2.8580 -1.4832 0.7481 -0.133
H -5.5202 -2.8516 2.6511 0.079
H -3.9585 -2.1675 3.1592 0.076
H -3.9896 -3.7527 2.3912 0.064
H -4.8957 -1.1683 0.9609 0.127
H -4.3794 -3.8520 -0.1911 0.066
H -4.5395 -2.3972 -1.1301 0.089
H -5.9058 -2.9294 -0.0821 0.078
H -2.9490 -0.6554 0.0433 0.073
H -2.5912 -1.0875 1.7026 0.121
C 5.3031 1.3814 -1.0025 -0.078
C 4.2107 1.5393 0.0463 -0.217
C 2.8539 1.6890 -0.4086 -0.120
N 1.8079 1.6516 -0.8889 0.056
H 6.2261 1.0633 -0.4864 0.087
H 5.4539 2.3474 -1.5244 0.083
H 5.0159 0.5751 -1.7036 0.071
H 4.3765 2.3694 0.7121 0.114
H 4.2693 0.6026 0.6258 0.130
C 2.2153 2.1452 6.8559 -0.058
C 1.4943 1.1899 5.8002 -0.527
C 2.5250 0.0869 5.5101 -0.058
C 0.2850 0.5195 6.4487 -0.042
C 1.1439 2.0636 4.5789 -0.150
C 1.3543 3.4436 4.4342 -0.064
C 0.9720 4.0963 3.3075 -0.028
C 0.4059 3.4206 2.2730 -0.212
O -0.0047 3.8999 1.0715 0.093
B -0.9605 2.8582 0.5376 -0.846
O -0.7889 1.6800 1.3338 0.101
C 0.0451 2.0257 2.3939 -0.156
C 0.5204 1.3801 3.4868 0.044
H 2.4983 1.5002 7.6829 0.073
H 1.5154 2.9426 7.1942 0.089
H 3.0125 2.6478 6.3469 0.061
H 2.8261 -0.4165 6.4248 0.078
H 3.4278 0.5853 5.0747 0.101
H 2.2488 -0.7041 4.8685 0.047
H 0.6306 0.0282 7.3328 0.070
H -0.0840 -0.3004 5.8017 0.084
H -0.3832 1.2389 6.7858 0.064
H 1.7880 4.0014 5.2425 0.091
H 1.0873 5.1659 3.3448 0.117
H 0.2489 0.3265 3.6549 0.117
```